Computed, not measured: a cluster of 2 separate species, C4H15N2O2P in total, with ωB97M-V/def2-TZVPD.

```
24
Properties=species:S:1:pos:R:3:forces:R:3
C -0.946 2.025 1.154 0.048 -0.084 0.117
P -1.777 0.423 1.206 0.119 -0.072 0.028
O -1.427 -0.096 -0.263 -0.244 0.062 0.416
N -0.322 -0.491 2.081 0.062 -0.016 -0.109
C 0.719 -1.194 1.230 0.054 -0.082 0.051
C 1.797 -0.262 0.695 -0.038 0.136 -0.175
N 1.453 0.513 -0.492 -0.128 -0.098 0.172
H -0.003 1.980 0.604 -0.015 -0.013 -0.063
H -0.789 2.378 2.177 -0.058 0.092 -0.028
H -1.631 2.711 0.654 0.033 0.050 0.001
H -2.028 -0.754 -0.655 0.110 0.146 -0.425
H 0.150 0.176 2.693 0.038 -0.029 -0.001
H -0.757 -1.184 2.687 0.018 0.015 0.016
H 0.201 -1.720 0.432 -0.032 0.069 -0.047
H 1.178 -1.937 1.883 0.006 0.039 0.033
H 2.078 0.414 1.517 0.078 -0.013 0.016
H 2.676 -0.883 0.507 -0.017 -0.076 0.064
H 0.586 0.213 -0.928 0.047 -0.027 -0.072
H 2.159 0.415 -1.209 0.022 0.084 0.040
C -0.666 -0.546 -3.233 -0.054 -0.160 0.019
O -1.109 -0.591 -4.462 0.127 0.002 0.036
H -0.011 0.343 -2.960 -0.071 0.044 0.016
H -1.489 -0.493 -2.433 -0.122 -0.080 -0.143
H -0.044 -1.439 -2.883 0.018 0.011 0.037
```
Positions in Å, forces in eV/Å.

Computed properties:
Gap between HOMO and LUMO ... 0.15487 Eh
Total energy ... -762.59062 Eh
HOMO ... -4.98 eV